(1)
The following is a DFT calculation (the ωB97M-V functional and the def2-TZVPD basis) of C23H40Cl3N4O3SiV as an isolated structure in a non-equilibrium geometry.

Positions of all 75 atoms, in Å:
C: 0.62486 -1.31761 -4.01945
C: 0.23933 0.11366 -3.79683
H: -0.05558 -1.81822 -4.71700
H: 0.60401 -1.83681 -3.05180
H: 1.64534 -1.39931 -4.41716
C: -0.59840 0.83414 -4.56678
C: -1.31055 0.27929 -5.75193
H: -0.85626 1.85726 -4.27274
H: -1.73956 -0.70843 -5.52202
H: -0.65636 0.18037 -6.63006
H: -2.12589 0.96716 -6.01504
V: 0.27003 -0.38934 1.50648
Cl: 2.42080 -0.63753 0.63788
Cl: -1.18693 -1.60905 2.87220
H: 0.86061 0.39696 6.43831
H: 2.97186 -1.49335 6.37130
C: 0.41981 -0.27391 5.69492
C: 2.27741 -1.96707 5.65336
N: 1.47649 -0.96960 4.96922
H: -0.13813 0.31634 4.96437
C: 1.70493 -0.60542 3.71175
O: 1.02493 0.32450 3.19586
H: 2.86846 -2.50370 4.89722
H: 2.46139 -1.13202 3.12012
H: -0.24854 -0.99968 6.16582
H: 1.62800 -2.68081 6.19006
H: -2.61303 -1.17142 -1.70474
H: -3.34168 1.44783 -2.79700
C: -3.27368 -0.76908 -0.92538
C: -3.84219 1.47434 -1.81590
N: -3.12069 0.67737 -0.83681
H: -3.01590 -1.21315 0.03692
C: -2.36927 1.21954 0.14290
O: -1.76793 0.53455 0.99140
H: -3.90357 2.51360 -1.47575
H: -2.37736 2.33536 0.14442
H: -4.31614 -0.98307 -1.18384
H: -4.85266 1.06156 -1.93592
O: -0.40596 0.05901 -1.74033
C: 0.60427 0.62494 -2.38708
C: -0.47834 2.88990 -1.94045
C: 0.67929 2.13755 -2.14147
H: -1.42557 2.35972 -1.83846
C: -0.39859 4.28867 -1.82777
H: 1.60396 0.19957 -2.15159
C: 1.92276 2.75041 -2.03637
H: -1.31689 4.86663 -1.74306
C: 0.85280 4.91480 -1.83459
C: 2.02200 4.13430 -1.90943
H: 2.81065 2.10193 -2.05933
H: 0.92367 5.99824 -1.73879
H: 3.00639 4.60852 -1.88006
Si: 0.10456 -3.80417 0.76546
Cl: -0.19496 -1.86069 -0.20753
C: -1.55471 -4.41280 1.35789
C: 1.50641 -3.85612 1.99620
C: 0.48466 -4.94190 -0.65795
H: -2.40290 -3.86828 0.93108
H: -1.66676 -4.40131 2.44042
H: -1.65382 -5.45698 1.03138
H: -0.42543 -5.15104 -1.23194
H: 0.83013 -5.88650 -0.22564
H: 1.24812 -4.56608 -1.34127
H: 2.24661 -3.06435 1.88031
H: 2.03002 -4.81143 1.88576
H: 1.12487 -3.82363 3.02230
N: 2.21156 3.53633 1.63020
C: 0.90571 3.98904 1.61885
C: 0.12120 2.89258 1.36440
N: 0.92272 1.78066 1.22482
C: 2.17359 2.19867 1.36060
H: 3.06308 4.06350 1.80062
H: 0.61272 5.00773 1.78674
H: -0.94196 2.83366 1.26275
H: 3.06615 1.61372 1.26495

Results
net charge = 0
<S²> = 2.01
spin multiplicity = 3
relative energy (zero: lowest compared OMol25 entry of this formula, charge and spin) = 3.6955 eV


(2)
The following is a DFT calculation (the ωB97M-V functional and the def2-TZVPD basis) of a 3-piece molecular cluster, C23H40ClN2O12PS2 overall in a non-equilibrium geometry.

Positions of all 81 atoms, in Å:
C: 2.33597 -3.15394 2.31280
C: 0.93038 -2.72866 1.67833
C: -0.11558 -3.73573 2.33139
C: 1.08391 -2.93197 0.12869
C: 0.69078 -1.23331 2.14232
C: -0.29356 -0.38190 1.25426
C: -1.64497 -1.10590 0.88809
C: -0.71938 0.86982 2.16037
C: 0.41013 0.26635 0.00219
C: 1.77489 0.81837 0.13070
C: 2.51901 1.39201 -0.96375
C: 1.88202 1.42968 -2.28083
O: 2.67364 1.96148 -3.33015
C: 3.14078 0.81332 -4.07814
C: 4.42722 0.15451 -3.49217
O: 4.12534 -0.84053 -2.47383
C: 5.01452 -1.94582 -2.57989
C: 6.50143 -1.61330 -2.15131
N: 6.63130 -0.36343 -1.33857
P: 6.08183 -0.56396 0.31300
N: 6.39384 0.79666 1.07792
C: 8.07558 -0.13268 -1.23839
O: 8.73908 -0.70421 -0.42262
O: 8.74474 0.73147 -2.11361
Cl: 7.62759 1.88901 -2.69220
C: 0.53248 0.94478 -2.45116
C: -0.19732 0.36612 -1.30997
H: 3.11434 -2.55450 1.75210
H: 2.58216 -4.22876 2.12111
H: 2.41097 -2.86629 3.38999
H: -1.13556 -3.65519 1.88796
H: -0.10153 -3.66496 3.45132
H: 0.25670 -4.77391 2.08828
H: 0.30263 -2.43555 -0.49226
H: 1.06079 -4.04565 -0.05343
H: 2.07513 -2.57185 -0.27265
H: 1.69560 -0.76231 2.26985
H: 0.24204 -1.29295 3.17823
H: -1.62653 -1.66894 -0.07379
H: -2.40635 -0.28392 0.74759
H: -2.04975 -1.72834 1.73084
H: 0.21015 1.39108 2.51762
H: -1.39629 0.56568 2.99790
H: -1.25277 1.61747 1.50649
H: 2.26958 0.79218 1.12971
H: 3.55578 1.75678 -0.76994
H: 2.36992 0.00974 -4.18439
H: 3.33960 1.19399 -5.12108
H: 4.96928 -0.36322 -4.33928
H: 5.12424 0.88778 -3.00409
H: 5.00045 -2.41865 -3.60519
H: 4.64654 -2.73985 -1.87086
H: 7.11821 -1.52374 -3.08246
H: 6.93286 -2.46899 -1.56046
H: 4.67913 -0.79378 0.31982
H: 6.77486 -1.62551 0.97936
H: 7.03566 0.62385 1.85310
H: 0.07124 1.02020 -3.46743
H: -1.22921 -0.00224 -1.48502
O: -3.88635 1.70194 -0.49975
S: -4.38315 0.41622 -0.85295
O: -3.60459 -0.53792 -1.56702
O: -5.78842 0.61225 -1.62039
C: -6.82218 -0.08972 -0.92348
C: -6.38235 -0.10237 0.52605
O: -4.96201 -0.28946 0.47757
H: -6.87948 -1.10335 -1.32928
H: -7.77905 0.40830 -1.05899
H: -6.85571 -0.89944 1.09735
H: -6.57847 0.85143 1.00618
O: -9.99461 3.52796 0.46885
S: -8.66422 3.33925 0.93035
O: -7.79098 2.35995 0.37401
O: -8.70722 3.14243 2.53151
C: -7.90350 4.14430 3.16201
C: -7.94413 5.33289 2.22140
O: -7.90791 4.76283 0.91041
H: -6.88792 3.75357 3.26247
H: -8.29778 4.38381 4.14801
H: -7.10509 6.00963 2.36975
H: -8.88043 5.88761 2.32351

Results
net charge = 0
structure (SMILES) = CC(C)(C)CC(C)(C)c1ccc(OCCOCCN([PH2]=N)C(=O)OCl)cc1.O=S1(=O)OCCO1.O=S1(=O)OCCO1
relative energy (zero: lowest compared OMol25 entry of this formula, charge and spin) = 2.0602 eV


(3)
The following is a DFT calculation (the ωB97M-V functional and the def2-TZVPD basis) of a 3-piece molecular cluster, C23H40F9N3OP overall in a non-equilibrium geometry.

Positions of all 77 atoms, in Å:
O: -0.43695 -2.09016 -0.33378
P: 0.16828 -0.75863 -0.13564
C: -0.52005 0.56194 -1.20708
C: 0.22624 1.74563 -1.30753
C: -0.20902 2.78321 -2.13049
N: -1.34166 2.61395 -2.82637
C: -2.08237 1.49889 -2.75700
C: -1.71426 0.42467 -1.93113
C: -2.60901 -0.79198 -1.84601
C: -3.28376 -0.90361 -0.45775
C: -4.79211 -0.83631 -0.47975
F: -5.28636 -1.17293 0.72737
F: -5.25724 -1.71873 -1.38712
C: -5.43982 0.52891 -0.81878
F: -6.74708 0.34624 -0.99916
F: -4.93346 0.99523 -1.98683
C: -5.25249 1.62984 0.28254
F: -6.33668 1.66753 1.04941
F: -4.18989 1.36844 1.05555
C: -5.05666 3.05234 -0.29299
F: -6.06484 3.38123 -1.05738
F: -4.94646 3.90372 0.69806
F: -3.93219 3.11576 -1.01283
H: 1.53100 -0.77299 -0.48617
H: 0.10440 -0.28624 1.18997
H: 1.15371 1.88618 -0.77160
H: 0.31239 3.71710 -2.24597
H: -1.65067 3.36481 -3.43079
H: -2.97985 1.44604 -3.34773
H: -2.01332 -1.67463 -2.03613
H: -3.34439 -0.70455 -2.63802
H: -2.87761 -0.18227 0.24137
H: -3.03509 -1.88219 -0.05487
C: -1.32018 0.86008 4.40593
C: -0.74199 -0.53851 4.57600
N: 0.64206 -0.53301 5.00222
C: 1.29575 -1.82473 4.86364
C: 0.77418 -2.99403 5.70498
C: 0.91395 0.19368 6.23349
C: 0.14220 -0.21375 7.49354
H: -0.67978 1.46900 3.76351
H: -2.30963 0.79894 3.94854
H: -1.43585 1.37653 5.35840
H: -0.78391 -1.04430 3.60460
H: -1.39821 -1.11327 5.24680
H: 2.36123 -1.68781 5.06433
H: 1.23040 -2.10994 3.80704
H: 1.03739 -2.88964 6.75604
H: 1.22080 -3.92529 5.35223
H: -0.30822 -3.10214 5.62952
H: 0.72519 1.25442 6.04700
H: 1.98641 0.12840 6.42874
H: -0.92868 -0.30669 7.30697
H: 0.27194 0.54980 8.26222
H: 0.49698 -1.15430 7.91067
C: 5.85729 -1.28305 -2.58838
C: 4.45365 -1.36029 -3.16852
N: 3.87415 -0.05094 -3.42527
C: 2.45053 -0.08973 -3.67157
C: 1.93352 -0.83213 -4.90964
C: 4.65188 0.82157 -4.29332
C: 5.01593 0.30591 -5.68952
H: 5.87892 -0.63842 -1.70884
H: 6.18739 -2.27791 -2.29001
H: 6.58003 -0.90395 -3.31101
H: 3.80902 -1.86898 -2.44515
H: 4.47213 -1.99651 -4.06540
H: 2.07872 0.94266 -3.69989
H: 1.98681 -0.54752 -2.78789
H: 2.14393 -0.28701 -5.82803
H: 0.84788 -0.94982 -4.84493
H: 2.36297 -1.82948 -4.99335
H: 5.57721 1.07278 -3.77045
H: 4.11396 1.76918 -4.38611
H: 5.42391 -0.70469 -5.65799
H: 5.78010 0.94994 -6.12691
H: 4.16532 0.30853 -6.36966

Results
net charge = +1
DFT total energy = -2379.79849 Ha